[1]
70
Properties=species:S:1:pos:R:3:forces:R:3 method="wB97M-V/def2-TZVPD" homo_energy_ha=-0.337 spin_multiplicity=1 fmax_ev_per_a=11.73 lumo_ha=-0.0697 charge=0
Li -0.038 1.235 -0.062 -0.344 0.195 0.012
N -2.107 3.819 -0.545 1.388 1.484 6.983
S -3.076 4.067 -1.615 -4.703 1.800 -10.595
O -3.192 5.436 -2.203 -0.103 -2.646 2.486
O -4.263 3.238 -1.695 0.927 0.719 0.842
F -2.153 3.430 -2.754 0.516 -0.876 -0.448
S -2.850 4.911 0.593 1.442 2.528 4.238
O -4.180 4.658 1.135 1.431 0.036 -2.239
O -2.392 6.309 0.450 -0.976 -3.574 -0.075
F -2.028 4.368 1.897 0.460 0.034 -1.086
C -1.220 -5.820 -1.834 1.424 -0.171 -0.748
C -2.466 -5.006 -2.025 -0.610 0.165 -0.065
C -2.193 -3.777 -2.906 0.155 0.774 0.873
S -0.401 -3.448 -2.757 -0.353 -0.046 0.592
O -0.164 -2.141 -2.099 -0.089 -1.648 -1.314
O 0.226 -3.900 -3.984 -0.002 1.049 0.163
C -0.083 -4.762 -1.593 -1.169 -0.445 0.694
H -0.934 -6.416 -2.700 -0.156 0.075 -0.242
H -1.382 -6.543 -1.034 0.408 0.256 0.265
H -2.722 -4.708 -1.008 -0.205 0.569 -0.055
H -3.345 -5.555 -2.363 0.220 -0.190 -0.247
H -2.692 -2.932 -2.432 0.016 0.198 -0.410
H -2.429 -3.813 -3.970 0.020 -0.328 0.158
H -0.288 -4.286 -0.634 0.508 -0.150 0.276
H 0.942 -5.105 -1.732 -0.162 0.052 0.173
C 4.589 -3.613 2.628 -0.513 -1.241 -0.660
C 3.402 -3.350 3.533 0.674 2.006 1.068
C 3.738 -1.911 4.050 -0.762 0.056 0.480
S 4.181 -0.932 2.607 -1.002 0.361 -2.211
O 5.230 0.043 2.865 -0.884 -0.967 0.145
O 2.982 -0.468 1.836 1.724 -0.869 1.722
C 4.818 -2.413 1.719 0.466 0.356 -0.276
H 4.254 -4.518 2.121 0.636 0.022 -0.761
H 5.517 -3.879 3.135 -0.219 0.169 0.397
H 3.346 -4.046 4.370 0.025 0.048 -0.053
H 2.455 -3.375 2.994 0.076 0.104 -0.062
H 4.636 -1.930 4.666 0.125 -0.071 -0.076
H 2.983 -1.373 4.624 -0.189 -0.091 -0.185
H 5.875 -2.232 1.527 -0.006 0.044 0.140
H 4.345 -2.485 0.740 -0.325 0.140 0.231
C -6.241 0.573 4.473 -1.001 -1.715 -0.310
C -6.732 0.136 3.085 0.326 -0.452 -1.346
C -5.993 -1.190 2.742 0.695 0.534 0.617
S -4.251 -0.827 3.228 1.097 0.070 0.162
O -3.361 -0.270 2.173 -2.061 -0.655 1.529
O -3.736 -1.994 3.942 -0.370 0.729 -0.488
C -4.770 0.422 4.500 1.728 0.758 -0.618
H -6.559 -0.220 5.150 -0.945 0.483 0.399
H -6.539 1.583 4.755 -0.238 -0.319 0.088
H -6.450 0.837 2.300 -0.052 0.389 0.118
H -7.812 0.007 3.014 0.050 -0.022 0.187
H -5.937 -1.625 1.745 -0.433 0.548 -0.147
H -6.312 -1.967 3.437 0.218 -0.114 0.037
H -4.414 1.428 4.281 1.018 -0.364 -0.198
H -4.381 0.034 5.441 0.124 0.185 -0.146
C 3.436 3.715 -4.423 0.359 -0.817 0.171
C 4.662 4.105 -5.259 0.955 0.616 0.712
C 5.805 4.445 -4.231 -0.879 -0.747 0.191
S 4.962 5.129 -2.766 -0.114 1.088 -0.105
O 4.894 6.606 -2.750 1.096 -2.016 0.359
O 5.431 4.318 -1.643 -0.599 1.082 -0.626
C 3.320 4.705 -3.300 -0.431 0.511 -0.670
H 3.594 2.722 -4.004 -0.161 -0.296 -0.322
H 2.579 3.747 -5.095 -0.205 -0.288 0.363
H 4.460 4.969 -5.892 -0.101 -0.138 -0.129
H 4.918 3.222 -5.843 0.300 0.375 -0.279
H 6.678 5.066 -4.428 -0.337 0.029 -0.572
H 6.130 3.464 -3.884 0.352 0.177 0.261
H 2.991 5.572 -3.873 -0.170 0.598 0.924
H 2.706 4.512 -2.420 -0.086 -0.156 -0.295



[2]
70
Properties=species:S:1:pos:R:3:forces:R:3 method="wB97M-V/def2-TZVPD" homo_energy_ha=-0.348 spin_multiplicity=1 fmax_ev_per_a=11.15 lumo_ha=-0.0667 charge=0
Li 0.261 -0.527 -0.114 0.345 -0.290 0.188
N 2.760 -2.436 0.206 -3.473 -4.194 -1.143
S 4.187 -2.249 0.579 10.061 4.600 1.431
O 5.307 -2.656 -0.333 -3.537 0.137 2.009
O 4.545 -2.213 1.997 -1.006 -0.727 -1.807
F 4.092 -0.674 0.263 0.168 0.788 -0.159
S 2.715 -4.105 0.315 -2.462 -3.918 -0.453
O 2.869 -4.609 1.686 0.088 1.148 -2.756
O 3.209 -4.917 -0.824 -0.915 2.635 2.849
F 1.106 -4.131 0.100 0.508 0.006 -0.008
C 2.484 4.254 3.070 1.219 -1.128 1.287
C 3.319 4.998 2.069 -0.432 1.203 -1.801
C 2.560 5.000 0.662 -0.224 1.392 1.043
S 0.826 4.512 0.986 0.020 -0.349 0.248
O 0.733 3.116 0.481 -0.735 1.737 0.134
O -0.106 5.637 0.659 1.716 -2.793 0.351
C 1.011 4.378 2.828 -0.847 0.939 -1.214
H 2.712 4.603 4.078 -0.048 0.222 0.057
H 2.911 3.251 3.086 -0.845 -0.510 -0.115
H 4.359 4.690 1.960 -0.257 -0.594 0.086
H 3.421 6.034 2.392 -0.247 0.192 -0.203
H 2.965 4.471 -0.200 -0.048 -0.382 0.459
H 2.445 6.048 0.384 0.099 -0.041 -0.274
H 0.329 3.646 3.261 0.317 -0.330 -0.361
H 0.606 5.345 3.124 0.288 0.181 0.266
C -6.390 0.597 -1.956 0.758 0.801 0.955
C -6.107 -0.214 -0.625 -0.430 -0.916 0.324
C -5.436 -1.602 -0.932 -0.292 1.266 -1.306
S -4.589 -1.310 -2.537 0.846 -0.643 -0.824
O -4.710 -2.462 -3.436 -0.210 1.619 1.125
O -3.249 -0.867 -2.182 -0.107 0.028 0.051
C -5.517 0.177 -3.137 -1.182 -2.146 -0.027
H -6.137 1.633 -1.731 -0.341 0.077 0.044
H -7.434 0.557 -2.267 0.060 -0.084 0.326
H -7.028 -0.417 -0.078 -0.474 -0.239 -0.582
H -5.655 0.367 0.179 1.017 0.147 -0.642
H -6.187 -2.379 -1.078 0.118 0.029 -0.043
H -4.600 -1.975 -0.339 -0.289 0.304 0.338
H -6.197 -0.301 -3.842 0.117 -0.014 -0.296
H -4.982 0.927 -3.719 0.550 -0.194 0.680
C -0.073 -3.595 6.458 -1.533 -0.118 -1.654
C 0.588 -2.342 6.885 0.614 1.561 1.362
C 0.699 -1.377 5.709 -0.096 -1.092 -0.603
S -1.005 -1.438 4.948 1.371 -0.567 1.778
O -0.792 -1.566 3.508 -0.942 0.599 0.716
O -1.878 -0.455 5.613 0.964 -1.065 -1.479
C -1.359 -3.130 5.674 0.450 -0.199 -0.558
H -0.317 -4.308 7.245 -0.059 0.298 0.116
H 0.550 -4.126 5.737 0.151 -0.027 0.018
H 1.566 -2.565 7.312 0.094 0.258 0.012
H -0.002 -1.822 7.639 -0.047 -0.218 0.406
H 1.385 -1.888 5.033 -0.248 0.220 -0.681
H 1.120 -0.385 5.872 -0.600 0.029 0.292
H -1.508 -3.765 4.801 -0.198 0.055 0.042
H -2.271 -3.109 6.271 0.157 0.319 0.004
C 2.026 0.702 -5.069 -0.179 0.123 -0.282
C 1.262 1.330 -6.279 -1.863 -0.747 0.372
C 1.386 0.516 -7.561 1.281 -0.467 0.865
S 1.559 -1.279 -6.978 0.975 0.668 -0.910
O 2.466 -2.072 -7.836 -1.456 1.450 1.643
O 0.211 -1.738 -6.731 0.441 -0.011 0.152
C 2.397 -0.758 -5.376 1.033 0.275 -0.945
H 1.394 0.687 -4.181 -0.173 0.338 -0.145
H 2.899 1.300 -4.809 0.171 -0.261 -0.079
H 1.389 2.373 -6.569 0.614 0.052 0.639
H 0.219 1.260 -5.972 -0.236 0.172 -0.096
H 2.320 0.882 -7.987 0.107 -0.730 -0.577
H 0.557 0.686 -8.249 0.059 -0.507 0.109
H 3.460 -0.773 -5.615 0.014 -0.194 -0.424
H 2.341 -1.443 -4.529 -0.759 -0.175 -0.329



[3]
70
Properties=species:S:1:pos:R:3:forces:R:3 method="wB97M-V/def2-TZVPD" homo_energy_ha=-0.463 spin_multiplicity=1 fmax_ev_per_a=3.77 lumo_ha=-0.0876 charge=+1
C 4.817 2.421 1.893 -0.096 -0.205 0.564
C 3.974 1.707 1.418 -0.817 0.728 -0.302
C 2.747 1.032 0.913 1.293 -0.276 1.365
N 2.286 1.382 -0.473 0.129 -0.936 -0.947
C 1.699 2.758 -0.611 -0.542 2.266 1.102
N 2.632 3.821 -0.228 -0.380 -1.007 -0.275
C 3.338 1.269 -1.548 1.362 -0.334 -1.287
C 4.365 0.134 -1.375 -0.364 -0.790 0.008
N 5.516 0.279 -0.869 -0.513 0.086 -0.161
C 1.265 0.280 -0.794 -1.434 -0.792 -0.560
C -0.011 0.699 -1.566 -0.754 -0.365 -0.423
C -1.234 1.241 -0.754 0.025 0.616 0.113
C -1.182 1.115 0.787 -0.622 -0.379 -0.709
S -1.470 -0.589 1.414 0.979 -0.811 3.547
O -2.747 -0.706 2.019 1.434 0.881 0.112
O -0.406 -0.865 2.376 0.639 0.350 -1.490
O -1.225 -1.680 0.217 -0.287 1.165 0.156
H 5.511 3.028 2.468 -0.276 -0.365 -0.637
H 2.946 -0.060 0.955 -0.233 0.602 -0.370
H 1.900 1.193 1.611 0.432 0.090 -0.476
H 1.430 2.994 -1.657 -0.006 -0.861 0.544
H 0.819 2.847 0.064 0.223 -0.761 -0.724
H 2.296 4.676 -0.663 0.348 -0.030 0.243
H 2.640 3.917 0.784 0.219 0.323 -0.241
H 3.892 2.205 -1.738 -0.423 -0.212 0.812
H 2.785 1.049 -2.487 0.186 0.241 0.619
H 4.088 -0.874 -1.758 -0.297 0.666 0.132
H 5.967 -0.641 -0.891 0.247 0.349 0.056
H 0.962 -0.258 0.127 0.298 0.778 -0.295
H 1.735 -0.515 -1.408 0.257 0.789 0.432
H 0.162 1.399 -2.411 0.261 -0.448 0.561
H -0.368 -0.224 -2.075 0.414 0.437 0.429
H -1.358 2.321 -0.991 0.039 -0.616 0.269
H -2.172 0.757 -1.100 0.607 0.206 0.078
H -2.015 1.703 1.222 0.423 -0.517 -0.140
H -0.247 1.435 1.274 -0.386 -0.263 -0.278
H -0.444 -2.193 0.492 -0.296 0.086 0.128
C 8.870 5.636 0.213 0.471 0.089 0.338
C 8.228 4.548 1.048 -0.003 -0.396 -0.439
O 7.159 5.205 1.741 0.060 0.449 -0.095
S 6.570 6.386 0.810 0.552 -0.173 -0.119
O 5.417 5.893 0.139 -0.060 0.207 0.076
O 6.562 7.585 1.562 -0.310 -0.122 0.020
O 7.780 6.442 -0.248 -0.491 -0.366 0.192
H 9.528 6.265 0.817 0.003 -0.043 -0.008
H 9.429 5.234 -0.630 -0.194 0.120 -0.124
H 8.923 4.098 1.753 -0.153 0.146 0.178
H 7.794 3.767 0.417 0.064 -0.003 -0.010
C -6.525 -3.007 -0.931 -0.473 -0.175 0.478
C -7.180 -1.674 -1.221 -0.129 -0.144 -0.635
O -6.320 -0.706 -0.608 0.516 -0.264 0.246
S -4.799 -1.228 -0.672 -0.971 -0.546 0.167
O -4.157 -0.619 -1.792 0.330 -0.017 0.280
O -4.239 -1.169 0.637 -1.781 -0.261 -2.312
O -5.115 -2.761 -1.046 0.132 0.641 -0.270
H -6.732 -3.337 0.089 -0.028 -0.007 -0.041
H -6.834 -3.780 -1.630 0.259 0.017 -0.057
H -8.186 -1.608 -0.815 0.138 0.173 0.190
H -7.207 -1.471 -2.294 -0.044 -0.030 0.021
C -5.644 -7.088 0.319 0.443 0.044 0.374
C -6.376 -8.181 1.069 -0.013 -0.398 -0.450
O -7.471 -7.515 1.706 0.161 0.635 -0.081
S -7.961 -6.292 0.784 0.327 -0.581 0.085
O -9.073 -6.721 0.017 -0.022 0.358 -0.002
O -7.984 -5.113 1.575 -0.197 -0.021 -0.104
O -6.674 -6.234 -0.189 -0.386 -0.237 0.107
H -5.013 -6.500 0.990 0.003 -0.039 -0.004
H -5.038 -7.479 -0.496 -0.187 0.119 -0.135
H -5.747 -8.675 1.806 -0.174 0.136 0.174
H -6.786 -8.927 0.384 0.066 -0.001 0.003



Which value of charge does entry 3 give? +1